Below is a gas-phase ion, C5H8N (charge +1) at a distorted geometry, with properties calculated with wB97M-V/def2-TZVPD.

The geometry in XYZ format:
```
14
Properties=species:S:1:pos:R:3:mulliken_charge:R:1
C 1.968 0.135 0.002 -0.380
C 1.022 1.063 0.081 -0.336
N -0.083 0.108 -0.009 0.355
C 0.905 -0.986 0.044 -0.451
C -1.518 -0.010 0.699 -0.311
C -1.288 0.219 -0.788 -0.376
H 2.946 -0.001 0.158 0.482
H 1.133 2.168 -0.065 0.367
H 0.672 -1.628 -0.841 0.322
H 0.856 -1.443 1.061 0.313
H -1.924 0.815 1.449 0.277
H -1.717 -1.101 1.002 0.263
H -1.459 -0.588 -1.504 0.235
H -1.513 1.249 -1.290 0.241
```

Lowest unoccupied orbital energy ... -0.1214 Eh
Energy relative to the best compared isomer or geometry (same formula, charge and spin) ... 385.95 kJ/mol
Charge ... +1
SMILES ... C1=C[N+]2(C1)CC2
HOMO-LUMO gap ... 11.80 eV
DFT total energy ... -249.67814 a.u.
HOMO ... -15.099 eV

Below is 5 unconnected molecules or ions with the total composition C36H54FINO16P at a distorted geometry, with properties calculated with wB97M-V/def2-TZVPD.

The geometry in XYZ format:
```
110
Properties=species:S:1:pos:R:3:mulliken_charge:R:1
C 3.319 0.340 -1.295 -0.343
C 3.818 1.460 -0.177 -0.608
C 2.698 2.694 -0.178 -0.072
C 3.157 3.705 -1.425 -0.574
C 2.230 5.052 -1.294 0.004
C 1.403 5.395 -2.690 -0.818
C 0.111 4.419 -2.957 -0.117
C 0.503 2.952 -3.626 0.060
C -0.935 2.306 -4.174 -0.437
C -0.837 0.669 -4.189 -0.578
C -1.701 -0.061 -2.963 -0.594
C -0.769 -0.411 -1.658 0.958
C -1.425 0.065 -0.212 0.264
C -1.517 -0.922 0.939 0.052
F -0.989 -2.309 0.812 -0.213
C -2.226 -0.426 2.368 0.058
O -2.613 -1.399 3.229 -0.613
C -2.419 1.193 2.725 0.191
C -2.751 1.708 4.269 -0.770
C -4.195 2.528 4.360 0.209
O -5.100 2.230 3.404 -0.470
I -4.694 4.045 5.864 0.074
C -2.287 2.183 1.622 0.637
P -2.406 4.083 1.767 -0.182
N -1.870 4.698 3.352 -0.420
O -1.207 4.735 0.630 -0.174
C -2.003 1.574 0.092 0.091
O -2.300 2.372 -0.941 -0.534
H 4.250 -0.229 -1.733 0.358
H 2.777 0.946 -2.154 0.060
H 2.537 -0.382 -0.795 -0.055
H 3.862 0.979 0.900 0.293
H 4.860 1.955 -0.472 0.290
H 1.625 2.223 -0.372 -0.153
H 2.742 3.307 0.842 0.327
H 3.079 3.173 -2.465 0.251
H 4.312 3.949 -1.261 0.430
H 2.981 5.961 -1.116 0.268
H 1.533 5.023 -0.337 -0.199
H 2.107 5.465 -3.640 0.300
H 0.970 6.496 -2.545 0.185
H -0.646 5.012 -3.636 0.307
H -0.456 4.190 -1.937 -0.088
H 0.951 2.277 -2.750 -0.350
H 1.291 3.042 -4.505 0.354
H -1.146 2.763 -5.257 0.346
H -1.778 2.734 -3.476 0.180
H 0.263 0.276 -4.082 0.121
H -1.214 0.323 -5.264 0.420
H -2.034 -1.113 -3.420 0.308
H -2.706 0.500 -2.714 0.332
H -0.597 -1.592 -1.639 -0.285
H 0.283 0.109 -1.853 -0.495
H -1.858 2.281 4.764 0.355
H -2.914 0.728 4.930 0.343
H -1.488 5.669 3.238 0.150
H -1.080 4.045 3.636 0.286
H -0.344 4.306 0.967 0.235
C 2.919 -5.023 -0.728 -1.557
C 2.322 -3.810 -1.412 1.044
C 1.170 -4.131 -2.315 -0.455
O 1.207 -3.062 -3.244 -0.347
C 2.509 -2.647 -3.303 0.574
O 2.950 -1.870 -4.132 -0.586
O 3.251 -3.225 -2.309 -0.385
H 3.846 -4.752 -0.211 0.408
H 2.221 -5.448 -0.001 0.353
H 3.183 -5.799 -1.455 0.315
H 2.053 -3.052 -0.666 0.011
H 0.214 -4.148 -1.783 0.355
H 1.291 -5.071 -2.863 0.322
C 2.128 -10.554 0.777 -1.473
C 1.531 -9.341 0.093 0.577
C 0.379 -9.662 -0.811 -0.533
O 0.416 -8.593 -1.740 -0.299
C 1.718 -8.179 -1.798 0.659
O 2.159 -7.401 -2.627 -0.596
O 2.459 -8.756 -0.804 -0.323
H 3.055 -10.283 1.294 0.357
H 1.430 -10.979 1.503 0.388
H 2.392 -11.330 0.049 0.354
H 1.262 -8.583 0.839 0.226
H -0.577 -9.679 -0.278 0.323
H 0.500 -10.602 -1.358 0.323
C -3.123 -4.312 2.287 -1.293
C -3.249 -5.423 3.310 0.596
C -2.200 -5.383 4.380 -0.419
O -2.127 -6.739 4.783 -0.324
C -2.498 -7.484 3.698 0.560
O -2.378 -8.694 3.617 -0.572
O -3.020 -6.689 2.714 -0.348
H -3.809 -4.482 1.451 0.434
H -3.345 -3.339 2.734 0.309
H -2.114 -4.279 1.860 0.210
H -4.260 -5.430 3.733 0.244
H -2.486 -4.743 5.221 0.308
H -1.215 -5.076 4.016 0.287
C -1.496 10.470 0.815 -1.467
C -0.353 9.597 1.291 0.534
C -0.146 8.366 0.461 -0.438
O 0.465 7.480 1.382 -0.139
C 0.029 7.853 2.623 0.552
O 0.200 7.204 3.640 -0.607
O -0.628 9.052 2.570 -0.349
H -1.700 11.262 1.544 0.363
H -1.266 10.929 -0.150 0.374
H -2.422 9.892 0.717 0.363
H 0.566 10.192 1.371 0.288
H 0.510 8.546 -0.397 0.339
H -1.078 7.913 0.109 0.200
```

Lowest unoccupied orbital energy ... -0.0893 Eh
SMILES ... CCCCCCCCCCCCC1=C(F)C(=O)C(CC(=O)I)=C(P(N)O)C1=O.C[C@@H]1COC(=O)O1.C[C@@H]1COC(=O)O1.C[C@@H]1COC(=O)O1.C[C@@H]1COC(=O)O1
HOMO-LUMO gap ... 6.70 eV
DFT total energy ... -3401.24731 a.u.
HOMO ... -9.124 eV

Below is a molecular structure, C30H33FN5O5S6Ti, with properties calculated with wB97M-V/def2-TZVPD.

The geometry in XYZ format:
```
81
Properties=species:S:1:pos:R:3:mulliken_spin:R:1
Ti -0.507 0.427 -0.140 0.069
C 7.215 -0.013 -1.366 0.008
C 6.135 -1.084 -1.439 0.000
N 4.791 -0.535 -1.410 0.074
C 4.077 -0.597 -0.240 0.193
C 2.818 -0.113 -0.123 -0.024
C 2.073 -0.406 1.141 -0.033
O 2.648 -0.638 2.185 -0.002
O 0.778 -0.496 0.992 0.000
C 2.207 0.520 -1.244 0.219
O 0.990 1.019 -1.168 0.039
C 2.925 0.608 -2.448 -0.088
C 2.374 1.262 -3.569 0.148
C 3.089 1.317 -4.732 -0.086
F 2.598 2.008 -5.789 0.000
C 4.319 0.704 -4.884 0.146
C 4.904 0.082 -3.760 0.068
C 4.235 0.050 -2.549 0.046
N 5.004 0.722 -6.139 0.003
C 4.243 0.168 -7.252 0.018
C 5.209 -0.001 -8.447 0.003
N 6.589 0.284 -7.935 0.001
C 6.718 1.723 -7.529 0.002
C 5.581 2.005 -6.521 0.021
H 8.204 -0.473 -1.388 -0.001
H 7.121 0.553 -0.440 0.000
H 7.140 0.688 -2.197 -0.002
H 6.223 -1.754 -0.584 0.005
H 6.247 -1.708 -2.329 -0.005
H 4.555 -1.084 0.598 0.024
H 1.400 1.720 -3.505 0.127
H 5.877 -0.373 -3.878 0.019
H 3.406 0.803 -7.555 0.001
H 3.837 -0.793 -6.942 -0.005
H 5.020 0.711 -9.248 0.000
H 5.202 -1.007 -8.861 -0.001
H 7.312 0.014 -8.600 0.000
H 6.684 -0.258 -7.066 -0.001
H 6.648 2.320 -8.435 0.000
H 7.707 1.847 -7.092 0.000
H 4.836 2.676 -6.965 -0.002
H 5.980 2.489 -5.633 0.000
C -1.018 1.364 4.116 0.000
C -1.361 0.900 2.724 0.002
S -1.059 2.045 1.421 0.000
C -1.871 -0.325 2.493 0.002
C -2.117 -1.281 3.631 0.000
S -2.240 -0.905 0.873 0.000
H -0.604 2.370 4.101 0.000
H -0.277 0.706 4.576 0.000
H -1.900 1.370 4.761 0.000
H -2.711 -0.817 4.422 0.000
H -1.173 -1.602 4.083 0.000
H -2.646 -2.168 3.287 0.000
O -2.122 2.917 -6.324 0.000
S -1.167 2.125 -5.604 0.001
O -0.303 1.254 -6.351 0.000
N -1.920 1.269 -4.402 -0.001
C -1.584 1.702 -3.233 0.000
S -2.271 1.059 -1.784 -0.001
C -0.595 2.830 -3.222 0.002
C -0.056 3.517 -2.149 0.001
C 0.864 4.523 -2.413 0.003
C 1.229 4.841 -3.719 0.002
C 0.669 4.166 -4.798 -0.002
C -0.237 3.168 -4.513 0.002
H -0.346 3.273 -1.132 -0.001
H 1.306 5.071 -1.591 0.000
H 1.953 5.627 -3.893 0.000
H 0.936 4.410 -5.817 0.000
S -0.132 -1.837 -1.947 0.002
C 0.628 -2.871 -0.883 0.000
N 0.160 -3.280 0.287 0.000
C 1.125 -3.857 1.208 0.002
C 2.156 -4.548 0.322 0.000
S 2.236 -3.513 -1.170 0.002
H -0.696 -2.824 0.628 0.000
H 0.632 -4.562 1.876 0.000
H 1.581 -3.063 1.808 -0.001
H 1.840 -5.554 0.048 0.000
H 3.132 -4.593 0.799 0.000
```

Lowest unoccupied orbital energy (spin up / spin down) ... -0.0496 / -0.0497 Eh
Energy relative to the best compared isomer or geometry (same formula, charge and spin) ... 12.67 kJ/mol
Spin multiplicity ... 2
HOMO-LUMO gap (spin up / spin down) ... 3.75 / 5.18 eV
DFT total energy ... -5151.50896 a.u.
HOMO (spin up / spin down) ... -5.104 / -6.538 eV

Below is 2 unconnected molecules or ions with the total composition C2H4O2S at a distorted geometry, with properties calculated with wB97M-V/def2-TZVPD.

The geometry in XYZ format:
```
9
Properties=species:S:1:pos:R:3:mulliken_charge:R:1
C 1.014 0.060 -0.841 -0.635
C 1.411 -1.193 -0.709 0.282
S 1.888 -2.665 -0.611 -0.339
H 0.346 0.316 -1.588 0.406
H 1.465 0.629 0.004 0.271
O -2.440 0.256 1.024 -0.367
O -1.918 -0.499 -0.064 -0.299
H -3.392 0.132 1.186 0.329
H -1.064 -0.748 0.136 0.353
```

Lowest unoccupied orbital energy ... -0.0055 Eh
Energy relative to the best compared isomer or geometry (same formula, charge and spin) ... 500.97 kJ/mol
SMILES ... C=C=S.OO
HOMO-LUMO gap ... 8.73 eV
DFT total energy ... -627.09333 a.u.
HOMO ... -8.883 eV

Below is a molecular structure, C18H20CrN3O3S at a distorted geometry, with properties calculated with wB97M-V/def2-TZVPD.

The geometry in XYZ format:
```
46
Properties=species:S:1:pos:R:3:mulliken_spin:R:1
Cr -0.235 -0.559 -0.164 3.918
O -1.405 0.823 0.865 -0.049
C -2.066 1.753 -0.077 -0.034
C -0.929 2.044 -1.092 0.008
O -0.769 3.153 -1.549 0.011
O -0.245 0.967 -1.410 0.015
C -2.542 2.951 0.712 0.000
C -3.864 3.055 1.138 0.003
C -4.261 4.107 1.962 0.001
C -3.337 5.055 2.374 0.000
C -2.011 4.953 1.963 0.000
C -1.621 3.910 1.140 -0.001
C -3.166 1.001 -0.824 -0.015
C -3.960 1.711 -1.718 -0.002
C -4.912 1.058 -2.487 0.004
C -5.087 -0.318 -2.377 0.001
C -4.300 -1.035 -1.492 0.011
C -3.343 -0.373 -0.724 0.029
H -1.970 0.698 1.635 0.025
H -4.597 2.319 0.824 0.000
H -5.296 4.183 2.279 0.000
H -3.646 5.875 3.014 0.000
H -1.286 5.696 2.277 0.000
H -0.597 3.858 0.793 0.000
H -3.816 2.782 -1.822 0.000
H -5.521 1.627 -3.180 0.000
H -5.838 -0.824 -2.975 0.000
H -4.433 -2.106 -1.388 0.000
H -2.781 -0.954 -0.012 -0.025
C 2.813 2.677 0.181 0.000
N 2.110 1.658 0.959 0.011
C 2.313 0.367 0.824 -0.010
N 3.283 -0.021 0.004 0.005
S 1.359 -0.805 1.702 0.020
H 2.374 3.643 0.398 0.000
H 2.680 2.494 -0.887 0.000
H 3.872 2.706 0.444 0.000
H 1.383 1.922 1.604 -0.002
H 3.846 0.633 -0.514 -0.001
H 3.472 -1.002 -0.079 0.003
C 1.265 -4.110 -2.611 -0.003
C 0.800 -2.951 -1.843 0.133
N 0.434 -2.047 -1.272 -0.064
H 2.352 -4.112 -2.644 0.003
H 0.872 -4.058 -3.624 0.004
H 0.917 -5.022 -2.132 0.004
```

Lowest unoccupied orbital energy (spin up / spin down) ... -0.1055 / -0.1029 Eh
Energy relative to the best compared isomer or geometry (same formula, charge and spin) ... 0.00 kJ/mol
Charge ... +1
Spin multiplicity ... 5
HOMO-LUMO gap (spin up / spin down) ... 8.65 / 8.83 eV
DFT total energy ... -2530.43425 a.u.
HOMO (spin up / spin down) ... -11.518 / -11.633 eV